*w*
DFT (wB97M-V/def2-TZVPD) results for a 7-piece molecular cluster, C6H27NO7 overall.

```
41
Properties=species:S:1:pos:R:3
C -2.138 -0.819 1.186
O -2.840 -1.111 2.407
C -0.774 -1.560 1.104
C 0.184 -0.722 0.282
C 1.508 -1.353 -0.105
C 2.545 -0.255 -0.486
C 1.376 -2.430 -1.214
N -0.230 -2.035 2.379
H -1.960 0.253 1.248
H -2.725 -1.155 0.338
H -3.447 -1.840 2.256
H -0.921 -2.495 0.553
H 0.369 0.241 0.789
H -0.354 -0.356 -0.609
H 1.916 -1.828 0.778
H 3.410 -0.263 0.178
H 2.020 0.697 -0.425
H 3.000 -0.347 -1.476
H 0.319 -2.520 -1.484
H 2.019 -2.240 -2.066
H 1.599 -3.407 -0.796
H 0.164 -1.313 2.974
H -1.053 -2.378 2.865
H -1.119 -1.164 -3.249
H -0.913 0.246 -2.999
O -1.638 -0.400 -2.968
H -0.332 3.981 -1.256
H -1.482 4.578 -0.474
O -0.529 4.657 -0.590
H -2.930 2.321 -2.392
H -1.410 2.238 -2.149
O -2.266 2.238 -1.702
H 1.143 3.379 -0.028
H 1.664 4.135 1.216
O 1.860 3.416 0.613
H 1.513 -3.370 2.255
H 3.028 -3.261 1.861
O 2.404 -3.719 2.425
H 1.333 1.901 -2.441
H 0.471 1.760 -1.165
O 0.501 2.182 -2.033
```

Total charge ... 0
Lowest unoccupied orbital energy ... 0.05 eV
SMILES ... CC(C)C[C@@H](N)CO.O.O.O.O.O.O
HOMO level ... -9.6691 eV
Gap between HOMO and LUMO ... 9.722 eV

---

*x*
DFT (wB97M-V/def2-TZVPD) results for a 8-piece molecular cluster, C6H27NO7 overall.

```
41
Properties=species:S:1:pos:R:3
C -2.046 -0.050 1.754
C -0.468 -0.008 1.828
C 0.369 0.587 0.730
C 0.935 2.993 0.146
C 1.222 1.892 0.828
C 2.557 1.538 1.371
N -2.627 0.564 0.536
H -2.428 -1.158 1.814
H -2.582 0.331 2.718
H -0.554 0.775 2.646
H -0.112 -0.999 2.174
H -0.229 0.732 -0.214
H 0.990 -0.163 0.323
H 0.143 3.005 -0.563
H 1.706 3.675 -0.120
H 2.906 0.598 0.974
H 2.672 1.474 2.454
H 3.327 2.285 0.985
H -1.950 0.953 -0.158
H -3.078 1.427 0.852
H -2.602 -2.360 -0.709
H -2.004 -3.650 -1.463
O -2.660 -3.324 -0.871
H 1.791 -2.798 -2.639
H 2.167 -1.633 -3.533
O 1.432 -2.161 -3.278
H -0.661 -3.018 2.499
H 0.164 -4.145 1.634
O -0.295 -3.312 1.654
H -0.220 -1.327 -3.866
H 0.257 -0.728 -2.578
O -0.401 -0.571 -3.274
H 2.633 -1.596 -0.058
H 1.732 -2.769 0.006
O 2.361 -2.319 -0.592
H -1.246 3.104 1.031
H -2.523 3.067 1.900
O -1.837 3.660 1.564
H 0.338 2.625 -2.923
H 0.445 1.037 -3.039
O 0.376 1.769 -2.545
```

Total charge ... 0
Lowest unoccupied orbital energy ... 0.06 eV
SMILES ... C=C(C)CCCN.O.O.O.O.O.O.O
HOMO level ... -9.1281 eV
Gap between HOMO and LUMO ... 9.187 eV

---

Quick one: most stable of them? *w*